Arrangement 1

The following is a DFT calculation (ωB97M-V with the def2-TZVPD basis set) of a cluster of 2 separate species, C2H7N3 in total.

Each atom is followed by the atoms it is bonded to, with distances in Å.
Geometry (Å):
1 C 1.99 -0.73 0.48  N3 1.239, H6 1.091, H7 1.103
2 C -0.70 0.76 0.52  N5 1.378, H8 1.171, H9 1.132, H10 1.097
3 N 1.45 -0.43 -0.59  C1 1.239
4 N -1.44 -0.42 -1.18  N5 1.312, H11 0.947, H12 1.071
5 N -0.65 -0.45 -0.13  C2 1.378, N4 1.312
6 H 3.05 -1.01 0.51  C1 1.091
7 H 1.39 -0.88 1.39  C1 1.103
8 H -0.82 1.70 -0.17  C2 1.171
9 H -1.53 1.05 1.24  C2 1.132
10 H 0.18 0.93 1.15  C2 1.097
11 H -1.32 -1.13 -1.79  N4 0.947
12 H -1.59 0.61 -1.44  N4 1.071

Properties
Frontier orbital gap (spin up / spin down): 9.18 / 8.27 eV
Net charge: 0
LUMO energy (spin up / spin down): 0.907 / 0.754 eV
Molecular weight: 73.10 g mol⁻¹
Highest occupied orbital energy (spin up / spin down): -8.27 / -7.52 eV

Arrangement 2

The following is a DFT calculation (ωB97M-V with the def2-TZVPD basis set) of an isolated molecule of C2H7N3.

Each atom is followed by the atoms it is bonded to, with distances in Å.
Geometry (Å):
1 C -0.41 -0.60 1.36  N2 1.457, H6 1.099, H7 1.093, H8 1.260
2 N -0.86 0.50 0.51  C1 1.457, C3 1.416, H9 1.017
3 C 0.33 1.10 0.01  N2 1.416, N4 1.305, H10 1.080
4 N 0.87 0.84 -1.15  C3 1.305, N5 1.351
5 N 0.44 -0.25 -1.82  N4 1.351, H11 1.011, H12 1.023
6 H -0.45 -1.60 0.91  C1 1.099
7 H -0.93 -0.58 2.33  C1 1.093
8 H 0.75 -0.12 1.33  C1 1.260
9 H -1.53 0.22 -0.20  N2 1.017
10 H 0.65 2.01 0.48  C3 1.080
11 H 1.10 -0.53 -2.52  N5 1.011
12 H 0.04 -1.00 -1.24  N5 1.023

Properties
Frontier orbital gap: 9.45 eV
Net charge: 0
LUMO energy: 0.915 eV
Molecular weight: 73.10 g mol⁻¹
Highest occupied orbital energy: -8.54 eV
SMILES: CN/C=N\N

Arrangement 3

The following is a DFT calculation (ωB97M-V with the def2-TZVPD basis set) of a cluster of 2 separate species, C2H7N3 in total.

Each atom is followed by the atoms it is bonded to, with distances in Å.
Geometry (Å):
1 H 0.28 -0.76 2.26  N2 1.016
2 N 0.46 -0.40 1.33  H1 1.016, C3 1.267
3 C 1.35 0.51 1.36  N2 1.267, N4 1.363, H5 1.096
4 N 1.88 1.04 0.23  C3 1.363, H6 1.009, H7 1.005
5 H 1.77 0.90 2.30  C3 1.096
6 H 1.41 0.76 -0.62  N4 1.009
7 H 2.28 1.97 0.26  N4 1.005
8 C -2.22 -0.98 -1.52  N9 1.249, H10 1.097, H11 1.107
9 N -1.48 0.02 -1.59  C8 1.249, H12 1.016
10 H -3.25 -1.04 -1.89  C8 1.097
11 H -1.91 -1.91 -0.99  C8 1.107
12 H -0.58 -0.12 -1.14  N9 1.016

Properties
Frontier orbital gap: 10.60 eV
Net charge: 0
LUMO energy: 1.002 eV
Molecular weight: 73.10 g mol⁻¹
Highest occupied orbital energy: -9.60 eV
SMILES: [H]/N=C/N.C=N

Ordering by calculated energy gives the sequence arrangement 3, arrangement 2, arrangement 1, with the first entry being the most stable.